This record from the OMol25 dataset describes a structure of composition C36H32BrLuN6O6S2Te at a distorted geometry. The level of theory is wB97M-V/def2-TZVPD.

Structure (ORCA input):
```
! wB97M-V def2-TZVPD RIJCOSX def2/J DEFGRID3
* xyz 0 1
Lu 16.53 11.22 9.86
N 20.76 12.23 11.18
C 20.27 13.08 12.19
C 20.80 14.37 12.34
C 20.42 15.19 13.34
C 19.47 14.75 14.33
C 18.96 13.49 14.18
C 19.32 12.65 13.16
S 18.51 11.14 12.79
N 18.50 11.37 11.15
C 19.76 11.24 10.54
C 19.75 11.52 9.02
C 20.95 11.67 8.32
C 20.94 12.03 7.04
C 19.70 12.28 6.37
C 18.58 12.06 7.10
N 18.62 11.71 8.41
H 21.33 12.63 10.47
H 21.58 14.76 11.67
H 20.83 16.18 13.45
H 19.27 15.45 15.19
H 18.19 13.15 14.86
H 21.84 11.38 8.80
H 21.84 12.22 6.53
H 19.62 12.52 5.31
H 17.61 12.16 6.70
O 15.91 16.46 13.79
C 16.14 15.37 13.08
C 15.40 14.21 13.28
C 15.46 13.18 12.34
N 16.31 13.24 11.32
C 17.09 14.28 11.19
Br 18.42 14.47 9.85
C 17.06 15.39 12.03
H 15.14 16.28 14.37
H 14.64 14.10 14.01
H 14.81 12.28 12.44
H 17.74 16.19 11.84
O 15.52 7.47 8.02
C 16.33 8.31 8.37
O 16.09 9.59 8.39
C 17.78 7.94 8.75
C 18.37 6.77 8.36
C 19.76 6.62 8.57
C 20.45 7.63 9.28
C 21.88 7.62 9.37
C 22.51 8.69 9.96
C 21.89 9.66 10.68
C 20.38 9.75 10.66
C 19.68 8.73 9.77
N 18.39 8.95 9.41
H 17.80 6.12 7.73
H 20.28 5.74 8.26
H 22.45 6.72 9.17
H 23.59 8.63 10.01
H 22.46 10.49 11.14
H 20.11 9.47 11.70
C 13.77 12.68 7.29
C 14.67 12.44 8.46
O 15.90 12.77 8.41
O 14.27 11.83 9.45
H 13.78 13.74 7.07
H 12.80 12.28 7.54
H 14.18 12.01 6.50
Te 7.42 8.36 9.36
C 7.03 10.37 9.72
C 6.18 11.19 9.00
C 6.08 12.52 9.57
C 6.97 12.67 10.62
S 7.92 11.26 10.95
H 5.59 10.85 8.17
H 5.40 13.29 9.20
H 7.12 13.64 11.13
C 12.75 9.28 10.61
N 13.84 8.34 10.84
C 13.43 6.92 10.73
C 15.07 8.66 11.31
O 15.56 9.78 11.23
H 12.96 10.16 11.29
H 11.83 8.78 10.89
H 12.72 9.65 9.58
H 12.74 6.66 11.55
H 14.30 6.24 10.81
H 12.96 6.82 9.76
H 15.70 7.76 11.60
*
```

M ... 1091.29 u
Frontier orbital gap (alpha / beta) ... 4.42 / 6.54 eV

This record from the OMol25 dataset describes a cluster of 8 separate species, C29H58Br2O13 in total at a distorted geometry. The level of theory is wB97M-V/def2-TZVPD.

Structure (ORCA input):
```
! wB97M-V def2-TZVPD RIJCOSX def2/J DEFGRID3
* xyz 0 1
C -0.04 0.30 -0.37
C 0.16 0.99 0.93
O -0.44 2.03 1.32
C 1.30 0.42 1.80
H -1.10 0.07 -0.28
H 0.56 -0.57 -0.65
H -0.03 1.05 -1.16
H 1.65 1.09 2.58
H 2.08 0.19 1.07
H 0.96 -0.52 2.26
O 3.47 -3.55 -1.91
C 3.43 -4.63 -2.44
O 4.09 -5.76 -2.07
C 5.09 -5.89 -1.06
C 4.36 -6.41 0.22
C 2.58 -4.93 -3.68
H 5.57 -4.92 -0.95
H 5.98 -6.48 -1.29
H 4.98 -6.76 1.05
H 4.08 -7.44 -0.02
H 3.44 -5.92 0.54
H 2.46 -5.99 -3.86
H 2.99 -4.54 -4.62
H 1.65 -4.36 -3.65
O 3.47 5.71 -2.04
C 3.85 4.58 -1.71
O 3.86 3.58 -2.60
C 3.32 3.74 -3.94
C 2.90 2.39 -4.56
C 4.37 4.22 -0.28
H 3.92 4.34 -4.63
H 2.35 4.24 -3.96
H 3.84 1.96 -4.88
H 2.32 2.61 -5.46
H 2.22 1.74 -4.02
H 5.12 4.95 0.02
H 4.85 3.25 -0.13
H 3.59 4.28 0.47
O -0.59 -1.14 -6.99
C -1.66 -1.65 -6.66
O -2.28 -2.66 -7.32
C -1.70 -3.32 -8.43
C -1.05 -4.60 -7.88
C -2.42 -1.07 -5.49
H -0.95 -2.69 -8.92
H -2.44 -3.50 -9.20
H -0.42 -5.07 -8.63
H -1.81 -5.32 -7.57
H -0.36 -4.26 -7.11
H -2.01 -1.27 -4.51
H -3.48 -1.31 -5.53
H -2.39 0.01 -5.66
O -5.03 6.13 0.45
C -3.99 5.70 0.00
O -2.73 6.27 0.05
C -2.68 7.56 0.55
C -1.22 7.82 0.79
C -3.94 4.38 -0.64
H -3.20 7.71 1.50
H -3.15 8.20 -0.19
H -1.04 8.89 0.92
H -0.45 7.56 0.06
H -1.03 7.26 1.71
H -4.37 4.39 -1.65
H -4.54 3.69 -0.04
H -2.92 4.01 -0.56
O 2.38 0.49 8.74
C 2.05 -0.64 8.53
O 2.03 -1.60 9.47
C 2.20 -1.29 10.85
C 2.16 -2.60 11.61
C 1.59 -1.07 7.17
H 1.42 -0.57 11.10
H 3.22 -0.91 10.97
H 2.15 -2.21 12.63
H 2.98 -3.29 11.42
H 1.20 -3.12 11.56
H 2.50 -1.15 6.57
H 0.97 -0.37 6.61
H 1.03 -2.00 7.18
O -2.52 -4.68 -1.79
C -3.59 -4.53 -2.31
O -4.57 -3.72 -1.98
C -4.51 -2.80 -0.92
C -5.15 -1.44 -1.23
C -3.97 -5.35 -3.50
H -3.48 -2.61 -0.59
H -5.12 -3.20 -0.12
H -6.05 -1.49 -1.84
H -4.40 -0.83 -1.73
H -5.48 -0.88 -0.35
H -3.14 -6.02 -3.71
H -4.21 -4.88 -4.46
H -4.70 -6.06 -3.13
Br 0.75 4.61 5.14
C -1.05 4.40 5.96
C -2.09 5.11 5.11
Br -3.89 4.97 5.89
H -0.87 4.87 6.93
H -1.33 3.35 6.05
H -2.07 4.60 4.15
H -1.84 6.16 4.94
*
```

M ... 774.58 u
SMILES string ... CCOC(C)=O.CCOC(C)=O.CCOC(C)=O.CCOC(C)=O.CCOC(C)=O.CCOC(C)=O.CC(C)=O.BrCCBr
Frontier orbital gap ... 9.91 eV

Which of these has the lowest M?
C29H58Br2O13

Which value of M does entry 2 give?
774.58 u

What is the formula in the first record?
C36H32BrLuN6O6S2Te

Look up the M of the first one.
1091.29 u